Entry 1:
Below is C45H38N5P2S2TeTl as an isolated structure in a non-equilibrium geometry, with properties calculated with wB97M-V/def2-TZVPD.

Results
Total charge ... -2
Highest occupied orbital energy ... -0.043 Ha
Spin multiplicity ... 1
Max |F| ... 1.65 eV/Å
Molar mass ... 1106.90 g mol⁻¹

Cartesian coordinates (Å):
Tl  -0.62  -0.18  -0.04
Te  -3.24  1.80  -1.28
S  0.46  -0.08  2.83
S  -0.42  -3.88  -0.73
P  1.64  -1.58  2.20
P  1.44  -3.32  -0.22
N  -0.21  2.40  0.49
N  -3.01  1.41  1.95
N  1.38  2.90  -1.27
N  -1.30  2.92  2.66
N  0.59  0.82  -2.14
C  2.21  -7.10  1.28
C  2.74  -2.00  -2.31
C  1.87  -1.84  0.53
C  0.52  0.52  -4.52
C  4.93  -0.68  4.56
C  -2.27  1.97  2.90
C  2.28  -4.84  0.44
C  -0.44  3.04  1.69
C  -2.51  1.70  4.26
C  3.28  -1.03  2.84
C  1.24  -3.03  3.25
C  4.14  -0.42  1.93
C  3.65  -4.83  0.64
C  0.43  -5.36  4.56
C  -3.55  3.66  -0.26
C  2.49  -4.37  -2.62
C  0.61  4.07  1.91
C  2.18  -3.90  3.77
C  3.49  -3.03  -4.35
C  2.65  4.71  0.81
C  1.02  2.09  -2.30
C  5.79  -0.11  3.64
C  1.49  3.96  0.85
C  -4.17  0.13  3.61
C  1.56  -5.99  0.77
C  4.30  -5.94  1.15
C  -4.44  2.57  -2.96
C  0.87  4.91  2.98
C  1.78  -5.05  4.44
C  0.96  1.83  -4.70
C  -3.44  0.76  4.62
C  2.04  5.65  2.95
C  3.07  -4.27  -3.88
C  5.38  0.05  2.32
C  3.58  -7.08  1.47
C  -0.12  -3.34  3.38
C  0.90  2.96  -0.07
C  3.33  -1.90  -3.57
C  1.22  2.61  -3.60
C  0.36  0.08  -3.22
C  2.92  5.56  1.87
C  -3.93  0.50  2.31
C  -0.52  -4.50  4.02
C  3.67  -1.11  4.17
C  2.33  -3.23  -1.82
H  5.38  -5.93  1.30
H  -4.62  3.86  -0.17
H  3.95  -2.95  -5.33
H  2.59  -1.13  -1.69
H  -4.60  1.77  -3.68
H  2.14  -5.33  -2.25
H  2.53  -5.72  4.86
H  5.24  -0.78  5.60
H  -1.57  -4.74  4.09
H  2.98  -1.52  4.91
H  -3.61  0.51  5.66
H  3.66  -0.93  -3.93
H  -4.48  0.05  1.50
H  4.09  -7.95  1.87
H  -5.41  2.90  -2.58
H  0.31  -0.12  -5.36
H  3.24  -3.68  3.66
H  3.80  -0.33  0.90
H  -1.88  2.21  4.99
H  3.33  4.62  -0.03
H  -3.11  3.58  0.73
H  -0.85  -2.64  2.97
H  6.04  0.51  1.60
H  4.21  -3.93  0.40
H  1.57  3.63  -3.68
H  6.78  0.22  3.96
H  -4.91  -0.63  3.84
H  2.29  6.31  3.77
H  0.18  4.96  3.81
H  0.49  -5.99  0.59
H  1.11  2.23  -5.70
H  -3.07  4.47  -0.80
H  1.64  -7.99  1.53
H  3.84  6.14  1.88
H  3.18  -5.15  -4.49
H  0.01  -0.93  -3.03
H  -3.96  3.40  -3.46
H  0.12  -6.27  5.06

---

Entry 2:
Below is C45H39MoN5O3STe as an isolated structure in a non-equilibrium geometry, with properties calculated with wB97M-V/def2-TZVPD.

Results
Total charge ... +1
Highest occupied orbital energy (spin up / spin down) ... -0.361 / -0.381 Ha
<S²> ... 3.78
Spin multiplicity ... 4
Max |F| ... 2.04 eV/Å
Molar mass ... 953.45 g mol⁻¹

Cartesian coordinates (Å):
Te  -3.39  1.07  0.27
Mo  0.47  0.01  -0.11
S  0.56  2.43  3.83
O  -2.39  2.57  -1.51
O  -1.11  -3.79  -3.65
O  0.50  -0.11  -2.31
N  0.84  -1.92  -0.74
N  2.41  -0.61  0.70
N  -0.17  -0.92  1.78
N  -0.79  1.27  -0.63
N  0.12  -2.32  -1.83
C  1.02  2.96  1.37
C  -4.00  -2.06  -2.75
C  4.41  -1.76  2.25
C  -1.92  -2.70  -5.56
C  0.10  4.53  -4.14
C  -1.25  -2.64  -4.34
C  -6.23  0.67  1.33
C  -1.17  2.26  -1.43
C  4.30  -0.39  2.15
C  -3.13  -2.29  -0.43
C  0.98  3.54  2.60
C  1.48  4.39  -4.04
C  -7.26  3.16  0.63
C  -0.77  -1.39  -3.88
C  -5.11  3.96  -0.34
C  -0.77  -2.01  4.26
C  -4.33  0.68  -2.55
C  1.18  2.92  -2.16
C  -0.29  -0.73  4.16
C  -5.72  -0.68  1.76
C  -0.73  3.86  -3.27
C  -2.12  -1.55  -6.31
C  -1.00  -0.24  -4.65
C  -1.67  -0.31  -5.85
C  -0.96  -2.75  3.10
C  -5.93  2.88  0.32
C  2.02  3.59  -3.04
C  -0.63  -2.18  1.89
C  3.55  -2.56  1.52
C  -0.01  -0.19  2.91
C  -0.03  -1.24  -2.62
C  3.30  0.15  1.37
C  -8.08  2.24  1.26
C  0.43  1.16  2.66
C  1.68  -2.68  -0.15
C  0.71  1.57  1.38
C  -9.52  2.58  1.56
C  -4.48  -1.34  -3.83
C  2.57  -1.96  0.75
C  -3.85  -0.05  -1.46
C  -4.64  0.04  -3.73
C  -3.67  -1.43  -1.55
C  -7.55  1.01  1.62
C  -5.43  1.61  0.65
C  -0.20  3.04  -2.27
H  -1.83  0.58  -6.44
H  -0.33  5.16  -4.92
H  5.19  -2.21  2.87
H  -0.64  0.71  -4.27
H  -1.81  3.94  -3.35
H  -2.64  -1.63  -7.25
H  -10.07  2.77  0.63
H  -3.87  -3.13  -2.83
H  -5.46  4.15  -1.35
H  -3.89  -3.00  -0.08
H  1.79  -3.72  -0.41
H  -2.28  -3.66  -5.89
H  -9.59  3.49  2.16
H  -4.05  3.72  -0.39
H  3.09  3.49  -2.95
H  -10.02  1.77  2.09
H  2.13  4.91  -4.74
H  -5.22  4.90  0.22
H  -4.73  -1.85  -4.75
H  3.18  1.22  1.28
H  -4.44  1.76  -2.47
H  -0.77  -2.74  0.98
H  -8.17  0.29  2.14
H  -7.65  4.14  0.37
H  -2.28  -2.87  -0.78
H  -5.00  0.61  -4.58
H  -0.59  -3.61  -2.85
H  -0.13  -0.12  5.04
H  -6.44  -1.19  2.40
H  1.18  4.57  2.87
H  1.25  3.54  0.48
H  -1.36  -3.76  3.12
H  -5.54  -1.32  0.88
H  -4.78  -0.60  2.31
H  -2.83  -1.69  0.43
H  4.99  0.27  2.67
H  1.61  2.28  -1.41
H  3.62  -3.64  1.54
H  -1.00  -2.45  5.23

---

Entry 3:
Below is C45H40BN10OPS2W as an isolated structure in a non-equilibrium geometry, with properties calculated with wB97M-V/def2-TZVPD.

Results
Total charge ... +2
Highest occupied orbital energy (spin up / spin down) ... -0.427 / -0.436 Ha
<S²> ... 2.22
Spin multiplicity ... 3
Max |F| ... 3.03 eV/Å
Molar mass ... 1026.64 g mol⁻¹

Cartesian coordinates (Å):
W  -0.52  -0.41  -0.14
S  -0.79  2.06  0.16
S  3.62  -1.80  0.20
P  -0.23  -0.07  -2.60
O  0.25  -2.99  0.89
N  3.73  -1.34  2.92
N  1.52  -0.14  0.24
N  -0.88  -0.61  1.94
N  -3.27  -0.80  1.98
N  0.63  2.69  2.47
N  -2.55  -1.17  -0.32
N  2.72  1.18  2.15
N  0.03  -2.41  -0.38
N  -1.53  2.78  2.68
N  1.24  -0.17  2.72
C  -0.53  2.50  1.82
C  -2.96  2.77  2.35
C  -3.50  -1.14  0.66
C  3.61  0.72  -0.82
C  -2.93  -1.70  -1.51
C  0.14  -2.92  -2.81
C  -2.71  1.81  -5.32
C  -2.74  1.18  -2.63
C  -3.82  1.86  -3.20
C  -2.45  -0.44  6.33
C  -2.14  -0.66  2.54
C  -4.20  -2.11  -1.81
C  4.19  -2.70  3.12
C  3.23  1.22  -4.47
C  -1.65  0.79  -3.40
C  -1.63  1.16  -4.75
C  2.01  -0.06  1.52
C  2.22  0.39  -3.98
C  -1.99  -0.52  4.01
C  -1.08  -0.39  6.59
C  -0.64  -0.43  4.27
C  3.33  -0.50  3.94
C  0.28  -4.10  -4.94
C  0.13  -2.89  -5.60
C  0.22  -3.19  -1.37
C  -5.18  -1.99  -0.84
C  3.18  2.59  -4.22
C  -2.92  -0.52  5.02
C  -4.82  -1.50  0.39
C  2.65  -0.44  -0.64
C  1.16  0.93  -3.26
C  0.34  3.13  3.76
C  4.26  1.24  0.22
C  3.48  -0.77  1.63
C  2.12  3.13  -3.49
C  -0.15  -0.38  5.56
C  0.00  -0.45  2.95
C  -3.81  2.16  -4.55
C  -1.00  3.19  3.89
C  2.35  0.50  3.50
C  -0.03  -1.69  -3.48
C  4.04  0.71  1.60
C  0.30  -4.10  -3.56
C  1.12  2.30  -3.02
C  -0.01  -1.71  -4.88
B  2.11  2.66  1.92
H  3.95  3.24  -4.61
H  -2.17  -1.77  -2.27
H  4.30  -2.88  4.19
H  2.11  2.87  0.74
H  -3.26  1.78  2.02
H  0.12  -2.85  -6.69
H  2.31  -0.83  -1.59
H  0.29  2.72  -2.45
H  -2.68  2.08  -6.37
H  4.04  0.80  -5.04
H  -3.51  3.04  3.25
H  1.11  3.41  4.45
H  -4.41  -2.50  -2.80
H  -5.52  -1.40  1.21
H  -6.21  -2.28  -1.04
H  -3.15  -0.45  7.15
H  3.46  -3.42  2.72
H  0.39  -5.02  -5.49
H  -2.76  0.97  -1.57
H  2.03  1.19  4.27
H  3.51  -0.75  4.97
H  -1.62  3.49  4.72
H  -0.09  -0.79  -5.42
H  -3.17  3.49  1.57
H  0.91  -0.36  5.77
H  0.44  -5.04  -3.04
H  4.96  2.05  0.09
H  2.08  4.19  -3.30
H  -0.74  -0.35  7.62
H  -4.65  2.67  -5.00
H  -3.98  -0.59  4.80
H  -4.65  2.16  -2.57
H  3.77  1.08  -1.82
H  2.77  3.41  2.60
H  2.28  -0.67  -4.19
H  0.43  -3.94  0.79
H  0.50  -4.22  -1.13
H  4.87  0.91  2.27
H  -0.76  0.98  -5.36
H  5.15  -2.87  2.63

---

So what do the calculations give for energy relative to the best compared isomer or geometry (same formula, charge and spin)? Going down the list: 86.27 127.71 448.26 kJ/mol.